No. 1
{"formula": "C4H9N2O", "method": "ωB97M-V/def2-TZVPD", "lumo_energy_ev": -5.59, "de_lowest_kcal_mol": 101.9, "orbital_gap_ha": 0.3291, "e_homo_ev": -14.55, "charge": 1, "elements": ["C", "C", "C", "C", "N", "N", "O", "H", "H", "H", "H", "H", "H", "H", "H", "H"], "xyz": [[1.53, 1.32, -0.02], [-3.04, -1.05, 0.14], [0.99, -0.04, -0.51], [-1.43, 0.72, -0.22], [1.12, -0.99, 0.51], [-2.45, -0.05, -0.39], [-1.30, 1.79, 0.25], [2.51, 1.20, 0.26], [1.31, 1.99, -0.83], [-2.67, -1.58, 0.94], [-4.05, -1.49, -0.25], [1.15, -0.28, -1.52], [-0.41, 0.21, -0.65], [1.03, -2.00, 0.27], [1.12, -0.62, 1.46], [0.99, 1.63, 0.86]], "lowdin_charge": [-0.0160, 0.1155, -0.1397, -0.3661, 0.1339, 0.1211, 0.1685, 0.0737, 0.0992, 0.0612, 0.1479, 0.1361, 0.0969, 0.1439, 0.1326, 0.0912]}

No. 2
{"formula": "C43H36Br3N7O14", "method": "ωB97M-V/def2-TZVPD", "lumo_energy_ev": -0.93, "de_lowest_kcal_mol": 23.1, "orbital_gap_ha": 0.3169, "e_homo_ev": -9.55, "elements": ["C", "Br", "Br", "Br", "H", "C", "C", "C", "C", "C", "C", "N", "O", "O", "H", "H", "H", "H", "H", "C", "C", "C", "C", "C", "C", "N", "O", "O", "H", "H", "H", "H", "H", "C", "C", "C", "C", "C", "C", "N", "O", "O", "H", "H", "H", "H", "H", "C", "C", "C", "C", "C", "C", "N", "O", "O", "H", "H", "H", "H", "H", "C", "C", "C", "C", "C", "C", "N", "O", "O", "H", "H", "H", "H", "H", "C", "C", "C", "C", "C", "C", "N", "O", "O", "H", "H", "H", "H", "H", "C", "C", "C", "C", "C", "C", "N", "O", "O", "H", "H", "H", "H", "H"], "xyz": [[4.30, -7.70, 12.84], [4.33, -5.87, 12.13], [3.09, -7.85, 14.36], [6.09, -8.37, 13.21], [3.77, -8.27, 12.08], [-1.97, -9.87, 8.17], [-0.92, -9.34, 7.43], [0.18, -8.80, 8.09], [0.23, -8.76, 9.47], [-0.87, -9.19, 10.20], [-1.94, -9.80, 9.57], [1.42, -8.28, 10.16], [2.30, -7.79, 9.50], [1.45, -8.42, 11.36], [-2.82, -10.37, 7.73], [-0.84, -9.22, 6.36], [0.97, -8.41, 7.47], [-0.83, -9.25, 11.28], [-2.84, -10.05, 10.11], [-4.14, -5.97, 5.70], [-5.41, -5.87, 6.26], [-5.70, -6.48, 7.47], [-4.65, -7.08, 8.16], [-3.35, -6.97, 7.71], [-3.09, -6.46, 6.44], [-4.91, -7.71, 9.45], [-3.94, -8.00, 10.13], [-6.04, -8.06, 9.70], [-4.01, -5.53, 4.72], [-6.17, -5.31, 5.73], [-6.67, -6.45, 7.95], [-2.52, -7.32, 8.32], [-2.06, -6.47, 6.11], [-3.96, -11.91, 10.86], [-5.19, -11.29, 10.96], [-6.37, -11.98, 10.67], [-6.24, -13.23, 10.11], [-5.01, -13.88, 10.07], [-3.86, -13.26, 10.54], [-7.42, -14.00, 9.73], [-7.40, -15.20, 9.86], [-8.37, -13.38, 9.30], [-3.10, -11.30, 11.14], [-5.35, -10.40, 11.55], [-7.32, -11.56, 10.97], [-4.97, -14.92, 9.77], [-2.91, -13.76, 10.53], [-1.82, -6.47, 13.52], [-2.86, -6.01, 12.73], [-2.63, -5.34, 11.54], [-1.33, -5.28, 11.06], [-0.28, -5.83, 11.78], [-0.52, -6.37, 13.02], [-1.10, -4.84, 9.69], [-1.69, -3.86, 9.29], [-0.28, -5.46, 9.03], [-2.05, -6.95, 14.46], [-3.88, -6.18, 13.06], [-3.36, -5.00, 10.81], [0.68, -5.91, 11.29], [0.20, -7.03, 13.48], [2.19, -3.48, 8.90], [3.42, -4.11, 8.95], [3.73, -5.04, 7.97], [2.73, -5.45, 7.08], [1.48, -4.85, 7.08], [1.19, -3.88, 8.04], [2.98, -6.58, 6.21], [2.04, -7.18, 5.72], [4.13, -6.80, 5.93], [1.97, -2.75, 9.68], [4.21, -3.83, 9.63], [4.65, -5.59, 8.00], [0.66, -5.21, 6.48], [0.16, -3.54, 8.15], [-7.03, -12.08, 6.62], [-6.03, -11.33, 7.24], [-4.76, -11.85, 7.37], [-4.39, -13.02, 6.72], [-5.38, -13.75, 6.08], [-6.69, -13.28, 6.01], [-3.05, -13.55, 6.85], [-2.66, -14.39, 6.04], [-2.36, -13.08, 7.75], [-8.06, -11.77, 6.76], [-6.23, -10.32, 7.58], [-4.09, -11.31, 8.02], [-5.10, -14.59, 5.45], [-7.41, -13.76, 5.37], [0.45, -7.70, 2.26], [0.20, -8.61, 3.28], [-1.09, -8.91, 3.66], [-2.16, -8.28, 3.03], [-1.92, -7.33, 2.06], [-0.62, -7.17, 1.56], [-3.52, -8.54, 3.45], [-4.45, -8.08, 2.85], [-3.63, -9.30, 4.40], [1.44, -7.46, 1.91], [1.05, -8.99, 3.82], [-1.26, -9.73, 4.35], [-2.69, -6.66, 1.71], [-0.51, -6.36, 0.85]], "lowdin_charge": [-1.5683, 0.5543, 0.5678, 0.5708, -0.0673, -0.0534, -0.0423, 0.0127, -0.1434, 0.0161, -0.0717, -0.3350, 0.0929, 0.0341, 0.0758, 0.0892, 0.0973, 0.1254, 0.0549, -0.0662, -0.0552, 0.0097, -0.1399, -0.0067, -0.0498, -0.3262, 0.0486, 0.0780, 0.1108, 0.1121, 0.1193, 0.1000, 0.1115, -0.0851, -0.0674, 0.0037, -0.1659, -0.0075, -0.0433, -0.3559, 0.0898, 0.0743, 0.0895, 0.1110, 0.1269, 0.1264, 0.1147, -0.0476, -0.0697, -0.0067, -0.1461, -0.0124, -0.0593, -0.3154, 0.0928, 0.0433, 0.1082, 0.1112, 0.1204, 0.1107, 0.0737, -0.0686, -0.0858, -0.0050, -0.1549, 0.0018, -0.0864, -0.3510, 0.0502, 0.0983, 0.1143, 0.0913, 0.1213, 0.1177, 0.0875, -0.0579, -0.0510, -0.0274, -0.1510, -0.0004, -0.0545, -0.3198, 0.0845, 0.0574, 0.1137, 0.1109, 0.0784, 0.1224, 0.1115, -0.0553, -0.0612, -0.0136, -0.1607, -0.0069, -0.0626, -0.3617, 0.0860, 0.0612, 0.1124, 0.1070, 0.1077, 0.1212, 0.1087]}

No. 3
{"formula": "C3H10N2O2", "method": "ωB97M-V/def2-TZVPD", "lumo_energy_ev": 0.75, "de_lowest_kcal_mol": 127.7, "orbital_gap_ha": 0.3437, "e_homo_ev": -8.60, "elements": ["C", "C", "C", "N", "N", "O", "O", "H", "H", "H", "H", "H", "H", "H", "H", "H", "H"], "xyz": [[0.97, -2.74, -1.29], [0.49, 1.17, -1.29], [-0.30, -0.94, -0.53], [-1.64, 2.05, 1.98], [-1.21, 0.70, 2.39], [-0.15, -2.23, -0.61], [0.57, -0.26, -1.21], [0.73, -3.46, -2.06], [1.52, -3.27, -0.59], [1.54, -1.84, -1.64], [-0.38, 1.51, -0.74], [0.44, 1.47, -2.25], [1.38, 1.60, -0.78], [-0.99, 0.26, 1.46], [-0.90, 2.51, 1.38], [-1.72, 2.73, 2.87], [-0.35, 0.76, 2.92]], "lowdin_charge": [-0.0602, -0.0236, -0.1514, -0.1460, -0.1039, -0.0652, -0.1325, 0.0941, 0.0631, 0.1033, 0.0689, 0.0521, 0.1122, 0.0113, 0.0390, 0.1034, 0.0354]}

No. 4
{"formula": "C9H50O16", "method": "ωB97M-V/def2-TZVPD", "lumo_energy_ev": -0.17, "de_lowest_kcal_mol": 0.0, "orbital_gap_ha": 0.3522, "e_homo_ev": -9.76, "elements": ["O", "H", "H", "O", "H", "H", "O", "H", "H", "O", "H", "H", "O", "H", "H", "O", "H", "H", "O", "H", "H", "O", "H", "H", "O", "H", "H", "O", "H", "H", "O", "H", "H", "O", "H", "H", "O", "H", "H", "C", "C", "C", "O", "H", "H", "H", "H", "H", "H", "H", "H", "C", "C", "C", "O", "H", "H", "H", "H", "H", "H", "H", "H", "C", "C", "C", "O", "H", "H", "H", "H", "H", "H", "H", "H"], "xyz": [[-13.79, 9.88, -16.08], [-14.56, 10.08, -15.54], [-13.93, 8.98, -16.38], [-12.27, 11.76, -22.15], [-12.03, 11.17, -21.43], [-13.12, 11.45, -22.45], [-19.62, 13.75, -16.82], [-19.80, 14.50, -17.39], [-20.23, 13.08, -17.10], [-12.46, 14.02, -18.96], [-12.85, 13.21, -18.62], [-11.52, 13.86, -18.94], [-19.07, 13.35, -20.82], [-19.00, 12.47, -21.18], [-18.64, 13.91, -21.47], [-17.92, 8.86, -15.15], [-17.55, 8.05, -15.48], [-17.18, 9.34, -14.78], [-12.12, 11.71, -17.39], [-11.57, 11.98, -16.66], [-12.75, 11.10, -17.01], [-15.58, 8.35, -19.74], [-15.41, 9.17, -19.27], [-14.83, 7.80, -19.53], [-15.10, 11.33, -22.89], [-15.71, 10.72, -22.47], [-15.51, 12.19, -22.77], [-18.18, 8.77, -20.67], [-18.28, 7.83, -20.85], [-17.32, 8.84, -20.25], [-14.53, 14.67, -20.84], [-13.68, 14.54, -20.42], [-15.12, 14.08, -20.36], [-15.87, 10.52, -14.35], [-15.88, 10.72, -13.41], [-16.27, 11.28, -14.77], [-11.31, 10.45, -19.75], [-11.66, 11.07, -19.11], [-11.01, 9.71, -19.23], [-17.09, 11.02, -18.19], [-15.98, 12.07, -18.61], [-14.83, 11.46, -19.40], [-16.45, 13.00, -19.49], [-16.64, 10.28, -17.53], [-17.65, 10.63, -19.04], [-17.87, 11.51, -17.61], [-15.49, 12.51, -17.74], [-14.13, 12.20, -19.82], [-15.22, 10.92, -20.26], [-14.34, 10.75, -18.74], [-17.38, 13.19, -19.39], [-17.34, 16.56, -18.92], [-15.98, 17.05, -18.46], [-15.93, 17.67, -17.12], [-15.11, 15.95, -18.38], [-18.07, 17.36, -19.00], [-17.63, 15.82, -18.16], [-17.32, 15.96, -19.83], [-15.52, 17.83, -19.07], [-16.64, 18.49, -17.09], [-15.01, 18.20, -16.87], [-16.18, 16.99, -16.32], [-14.92, 15.85, -19.32], [-15.36, 13.85, -15.17], [-16.54, 13.60, -14.29], [-17.43, 14.81, -13.91], [-17.40, 12.66, -14.93], [-14.76, 14.63, -14.69], [-15.57, 14.25, -16.17], [-14.71, 12.99, -15.30], [-16.18, 13.09, -13.40], [-17.01, 15.48, -13.16], [-18.36, 14.63, -13.36], [-17.56, 15.30, -14.87], [-17.90, 13.13, -15.60]], "lowdin_charge": [-0.0363, -0.0056, 0.0558, -0.0611, -0.0259, -0.0169, -0.0334, 0.0395, 0.0500, -0.0377, -0.0075, 0.0533, -0.0372, 0.0428, 0.0438, -0.0574, 0.0259, -0.0328, -0.0486, 0.0747, -0.0031, -0.0335, -0.0098, 0.0589, -0.0305, 0.0350, 0.0461, -0.0664, 0.0344, -0.0365, -0.0510, 0.0044, -0.0139, -0.0407, 0.0825, 0.0100, -0.0462, -0.0151, 0.0436, 0.0041, -0.4441, -0.0460, -0.0538, 0.0709, 0.0694, 0.0634, 0.1189, 0.0690, 0.0696, 0.0637, 0.0683, -0.0315, -0.5195, -0.0700, -0.0566, 0.0817, 0.0681, 0.0717, 0.1411, 0.0806, 0.0861, 0.0677, 0.0396, -0.0459, -0.4659, -0.0259, -0.0801, 0.0930, 0.0732, 0.0737, 0.1276, 0.0758, 0.0836, 0.0712, 0.0541]}

No. 5
{"formula": "C34H51N4OP2V", "method": "ωB97M-V/def2-TZVPD", "lumo_energy_ev": [-2.26, -2.81], "orbital_gap_ha": [0.2572, 0.2797], "spin_multiplicity": 4, "e_homo_ev": [-9.26, -10.42], "charge": 1, "elements": ["C", "C", "C", "C", "C", "H", "H", "H", "N", "P", "P", "C", "H", "H", "C", "O", "C", "H", "C", "C", "C", "C", "C", "H", "H", "H", "C", "H", "H", "H", "C", "H", "H", "H", "C", "H", "H", "H", "C", "H", "H", "H", "C", "H", "H", "H", "C", "H", "H", "H", "C", "H", "H", "H", "C", "H", "H", "H", "C", "H", "H", "H", "C", "H", "H", "H", "C", "H", "H", "H", "V", "N", "C", "C", "C", "C", "C", "H", "C", "H", "C", "H", "H", "H", "N", "C", "C", "N", "C", "H", "H", "H", "H"], "xyz": [[-1.93, -1.80, -0.63], [0.17, -1.54, -1.66], [-2.31, -2.72, -1.60], [-0.17, -2.42, -2.67], [-1.43, -3.01, -2.65], [-3.30, -3.15, -1.53], [0.54, -2.61, -3.49], [-1.74, -3.68, -3.45], [-0.67, -1.32, -0.62], [-2.45, 0.50, 0.94], [2.27, -0.55, 0.06], [-2.88, -1.23, 0.41], [-3.91, -1.23, 0.01], [-2.92, -1.89, 1.30], [0.28, 1.47, 1.98], [0.47, 2.32, 2.78], [1.38, -0.64, -1.66], [2.12, -0.93, -2.41], [3.66, 0.72, -0.17], [2.94, -2.26, 0.42], [-3.18, 1.60, -0.43], [-3.39, 0.73, 2.59], [3.19, 2.07, 0.41], [3.09, 2.04, 1.51], [3.96, 2.82, 0.16], [2.24, 2.40, -0.03], [4.93, 0.28, 0.58], [4.77, 0.21, 1.66], [5.33, -0.67, 0.20], [5.70, 1.05, 0.40], [4.01, 0.95, -1.66], [4.98, 1.46, -1.69], [4.10, 0.02, -2.23], [3.27, 1.60, -2.14], [3.50, -2.19, 1.86], [3.08, -1.35, 2.43], [3.24, -3.10, 2.41], [4.60, -2.10, 1.87], [1.77, -3.26, 0.38], [0.90, -2.88, 0.91], [1.47, -3.49, -0.65], [2.07, -4.20, 0.88], [3.99, -2.63, -0.65], [4.08, -1.88, -1.45], [4.97, -2.80, -0.20], [3.69, -3.57, -1.13], [-3.11, 2.16, 3.10], [-3.20, 2.17, 4.20], [-2.09, 2.49, 2.87], [-3.83, 2.89, 2.72], [-2.85, -0.23, 3.66], [-2.95, -1.29, 3.37], [-1.80, -0.03, 3.90], [-3.43, -0.09, 4.58], [-4.90, 0.45, 2.44], [-5.27, -0.03, 3.36], [-5.48, 1.37, 2.32], [-5.13, -0.24, 1.62], [-2.57, 1.30, -1.82], [-3.38, 1.29, -2.57], [-1.83, 2.06, -2.11], [-2.09, 0.32, -1.88], [-2.91, 3.06, -0.02], [-1.86, 3.23, 0.25], [-3.14, 3.71, -0.87], [-3.55, 3.37, 0.81], [-4.69, 1.36, -0.55], [-4.92, 0.32, -0.78], [-5.24, 1.68, 0.35], [-5.05, 1.97, -1.39], [-0.04, 0.20, 0.71], [0.25, 1.28, -0.79], [0.84, 0.82, -1.84], [0.95, 1.49, -3.15], [0.91, 2.89, -3.20], [1.07, 0.73, -4.33], [1.07, 3.53, -4.43], [0.76, 3.45, -2.28], [1.19, 1.38, -5.55], [1.04, -0.36, -4.26], [1.19, 2.78, -5.61], [1.08, 4.62, -4.48], [1.28, 0.78, -6.45], [1.30, 3.28, -6.58], [0.62, -1.84, 4.57], [-0.16, -2.82, 3.97], [-0.43, -2.36, 2.72], [0.15, -1.10, 2.55], [0.80, -0.82, 3.68], [0.98, -1.84, 5.53], [-0.45, -3.74, 4.44], [-0.98, -2.86, 1.93], [1.38, 0.06, 3.92]], "lowdin_charge": [-0.3098, -0.2789, -0.0014, -0.0104, -0.0122, 0.1199, 0.1287, 0.1178, 0.0252, 1.1166, 1.1715, -0.2340, 0.0779, 0.0841, -0.2476, 0.0791, -0.2736, 0.0979, -0.6416, -0.6443, -0.6360, -0.6369, -0.0963, 0.0771, 0.0979, 0.0597, -0.0876, 0.0798, 0.0678, 0.0965, -0.0679, 0.0970, 0.0709, 0.0763, -0.0914, 0.0503, 0.0844, 0.0750, -0.0877, 0.0283, 0.0768, 0.1010, -0.0717, 0.0565, 0.0826, 0.0855, -0.0845, 0.0945, 0.0602, 0.0731, -0.1017, 0.0707, 0.0676, 0.0973, -0.0808, 0.0879, 0.0806, 0.0678, -0.0646, 0.0917, 0.0730, 0.0583, -0.0854, 0.0803, 0.0972, 0.0624, -0.0969, 0.0774, 0.0596, 0.0954, 0.3295, -0.0384, -0.3836, -0.2031, -0.0342, -0.0286, -0.0666, 0.1145, -0.0735, 0.0966, -0.0748, 0.1059, 0.1074, 0.1080, 0.0878, -0.0516, -0.1522, -0.0306, -0.1809, 0.1712, 0.1178, 0.1078, 0.1378]}